137
Properties=species:S:1:pos:R:3:forces:R:3:lowdin_spin:R:1 method="wB97M-V/def2-TZVPD" spin_multiplicity=2 e_tot_ev=-151435.755 charge=-1 e_lumo_ev="1.48 / -2.49" e_homo_ev="-6.9 / -6.9" orbital_gap_ev="8.367 / 4.391"
C 1.026728 4.593841 5.068091 1.3514 -0.5123 -1.9437 0.000
F 1.710728 3.451493 4.799480 -1.6373 0.5960 0.7729 0.000
F -0.285306 4.430712 4.749249 1.2200 0.0139 1.0725 0.000
F 1.239070 4.930543 6.344486 -0.7937 -0.1918 -0.9599 0.000
S 1.748494 5.930959 3.835916 -1.6096 3.6378 -1.1437 0.000
O 0.533311 6.745065 3.437234 2.4058 -2.3663 0.7089 0.010
O 2.697742 6.746366 4.630194 -1.4326 -1.7372 -1.2716 0.001
N 2.354265 5.087177 2.343799 -0.7476 2.2067 4.2403 0.000
S 3.782227 4.580341 2.848964 0.4107 -2.3438 -0.2199 0.000
O 3.942795 4.423245 4.302192 0.6886 0.4177 -2.1900 0.000
O 4.053492 3.420386 2.000013 0.8917 1.3247 0.8294 0.000
C 5.058072 5.953733 2.326869 -0.8231 0.1511 -0.4482 0.000
F 5.222278 5.944444 0.954574 -0.3616 0.4225 1.5154 0.000
F 4.604844 7.200573 2.729846 1.1280 -1.8862 -0.9300 0.000
F 6.273187 5.715256 2.833998 -0.5625 0.3558 0.1036 0.000
C -0.569670 -0.513783 -1.436538 0.9888 0.8152 1.5976 0.000
F -0.567783 -1.804770 -1.258296 0.1949 -0.8314 -0.9121 0.000
F 0.674115 -0.038073 -1.691505 -0.8129 -0.5263 0.0380 0.000
F -1.345861 -0.180843 -2.457832 -0.1953 0.0527 0.1289 0.000
S -1.202305 0.163373 0.254453 -1.8839 3.1644 -1.3757 0.000
O -2.032164 1.315711 -0.186871 2.1504 -1.0764 0.7586 0.002
O -1.999682 -0.879114 0.851816 1.0964 0.3287 -0.3226 0.000
N 0.287808 0.722937 1.127854 -4.0445 -1.0329 -2.6886 0.000
S 0.518808 -0.613587 1.890740 2.4434 -3.8395 3.4157 0.000
O -0.397868 -0.767456 3.038639 1.8697 0.0078 -1.5639 0.000
O 0.780649 -1.809494 1.029774 -0.5428 2.3051 1.5386 0.000
C 2.311228 -0.182329 2.619419 -1.5511 1.0516 1.3924 0.000
F 2.650905 -0.910400 3.664063 -0.2109 -2.1549 0.2111 0.000
F 3.259414 -0.220747 1.740781 0.7710 -0.6155 -1.6031 0.000
F 2.310983 1.024624 3.144676 -0.8904 1.6677 -0.4325 0.000
C -2.171299 4.799360 -1.794577 0.3492 -0.8914 -0.9669 -0.001
C -0.834987 4.017301 -1.820201 -2.1546 1.9273 0.8090 0.049
C -0.288422 3.658071 -3.269647 -1.2384 -1.4439 1.0910 0.056
O 0.927668 2.987114 -3.079320 0.4947 1.3489 1.2149 0.001
C 1.325264 2.105675 -4.067499 -0.6069 -0.6502 -1.2162 0.001
N 0.238806 4.831787 -1.225303 -1.0187 -1.5994 -2.9645 0.571
H -2.250896 5.607340 -2.521864 0.2402 0.0559 -0.1823 0.000
H -2.397371 5.228633 -0.818503 0.1580 -0.4650 -0.0733 0.000
H -2.873167 4.017068 -2.083516 -0.6788 0.3967 0.2238 0.000
H -1.082394 3.123692 -1.247178 0.9491 -0.2682 -0.0194 0.007
H -0.287792 4.473201 -3.993304 0.3692 0.3827 0.1488 0.000
H -1.040108 2.940240 -3.597959 -0.2346 -0.1588 -0.3947 0.007
H 1.625271 2.630121 -4.974715 -0.1493 0.0937 -0.2703 0.000
H 0.443618 1.488489 -4.240365 0.0852 -0.4477 -0.6240 0.001
H 2.152963 1.440823 -3.820529 -0.0252 0.3608 0.7719 0.000
H 0.239795 5.658350 -1.805723 0.0973 1.4503 0.9991 0.018
H 0.865334 4.240207 -1.752194 3.1851 -0.0637 2.0605 0.011
C -0.673273 -5.738412 5.560745 0.8857 -1.0337 0.2833 0.000
C -1.745306 -4.914013 6.184634 1.2440 2.2162 -0.5294 0.000
C -1.963472 -3.541455 5.473273 0.9558 -1.0725 -1.0835 0.000
O -2.852387 -2.780544 6.195033 -0.7898 1.9972 0.8328 0.000
C -2.741895 -1.363941 5.933181 -0.0069 0.0599 -0.0457 0.000
N -2.960007 -5.648328 6.271875 -1.5499 0.1977 0.0215 0.000
H -0.582583 -6.670364 6.118728 -0.3089 -0.2335 0.1336 0.000
H 0.335809 -5.341626 5.672125 -0.1223 0.5027 -0.4808 0.000
H -0.896440 -6.054726 4.541804 0.0982 0.3624 -0.2220 0.000
H -1.406134 -4.572233 7.162524 -0.1473 -0.4679 0.4763 0.000
H -2.376802 -3.721182 4.480827 -0.1550 -0.2201 -0.4827 0.000
H -1.050688 -2.977079 5.282445 0.4830 -0.1791 0.2871 0.000
H -1.853062 -0.876526 6.333815 0.3354 -0.5372 0.6273 0.000
H -3.598293 -0.839565 6.357112 -0.1084 -0.3726 0.0065 0.000
H -2.643894 -1.080825 4.885157 -0.4417 -0.5995 -0.4256 0.000
H -3.636351 -4.898797 6.242415 -0.8634 0.1135 0.9634 0.000
H -3.196576 -6.028489 5.366560 0.5388 -0.6990 -0.4562 0.000
C -2.973853 -6.372342 -2.462802 -0.4995 -0.6497 0.5517 0.000
C -3.971560 -5.992517 -1.315655 2.6164 -1.1680 -0.6534 0.000
C -3.413853 -4.889733 -0.377678 -1.9911 0.4641 -1.0285 0.000
O -2.388062 -5.240359 0.416775 3.8911 -0.7397 1.6580 0.000
C -1.847747 -4.159364 1.250395 -1.4096 -0.2322 0.3821 0.000
N -5.302966 -5.735521 -1.800700 0.4499 -0.3812 0.6117 0.000
H -3.292835 -7.298495 -2.940915 -0.3822 -0.1325 0.0860 0.000
H -2.026501 -6.650800 -2.001183 0.2551 0.4731 -0.1053 0.000
H -2.843650 -5.702495 -3.312774 0.0527 0.6191 0.3675 0.000
H -3.975248 -6.902083 -0.715003 -0.2174 -0.1480 0.2414 0.000
H -4.246389 -4.707708 0.301913 -0.6439 0.8995 -0.1081 0.000
H -3.151311 -4.030155 -0.994370 -0.2855 0.5537 -0.0148 0.000
H -2.679943 -3.863464 1.889140 -0.3741 0.7094 -0.2477 0.000
H -1.406207 -3.298145 0.748957 -0.3739 -0.2128 -0.5377 0.000
H -1.136668 -4.410781 2.037324 0.3984 -1.2319 -0.6671 0.000
H -5.756343 -5.554735 -0.916464 -1.0321 0.3050 -0.1611 0.000
H -5.226629 -4.858170 -2.295204 -0.4470 0.1054 0.0169 0.000
C 2.205450 -1.788444 -5.816292 -1.5997 -0.9416 2.0941 0.000
C 1.767368 -2.495984 -4.471814 0.4954 0.8391 -0.0596 0.000
C 0.266900 -2.739153 -4.329901 0.6519 -0.6129 -0.1262 0.000
O 2.601491 -3.649863 -4.342109 -0.3350 -0.0738 -0.5009 0.000
H 1.521957 -0.947553 -5.933985 0.3562 0.3964 -0.0335 0.000
H 1.927585 -2.479911 -6.611763 0.7996 -0.0226 -0.2451 0.000
H 3.245640 -1.502554 -5.660172 -0.1103 -0.0762 -0.7482 0.000
H 1.987661 -1.835456 -3.633204 0.4101 0.3724 0.0203 0.000
H 0.047311 -3.202296 -3.367937 0.0928 -0.1269 0.0529 0.000
H -0.053656 -3.429244 -5.110365 -0.4277 0.2314 -0.1447 0.000
H -0.244911 -1.776958 -4.311769 -0.1754 -0.0720 -0.4233 0.000
H 2.559084 -4.007668 -3.452287 -0.1770 0.1079 0.1370 0.000
C -4.275265 -3.153068 -5.116650 -0.0481 0.9966 2.0074 0.000
C -4.115283 -2.584111 -3.643175 -1.0585 0.1462 -0.7551 0.000
C -4.399446 -1.035682 -3.482280 0.3356 -1.4583 -0.5499 0.000
O -5.126664 -3.223240 -2.845209 0.1302 0.6108 -0.4187 0.000
H -4.367516 -4.220047 -4.913823 0.4736 -0.1271 -0.6537 0.000
H -3.415007 -2.814988 -5.694356 -0.1382 -0.4588 -0.2909 0.000
H -5.218984 -2.827797 -5.554485 0.0347 0.2305 -0.1658 0.000
H -3.199120 -3.070456 -3.308193 0.3619 0.9432 0.4280 0.000
H -5.437201 -0.960570 -3.807132 -0.0812 0.2510 -0.3219 0.000
H -3.777169 -0.422446 -4.134044 0.0346 0.0563 0.1286 0.000
H -4.423318 -0.662469 -2.458449 0.5522 -0.2993 0.0393 0.000
H -5.929426 -3.047922 -3.341639 -0.5042 -0.1185 0.2226 0.000
C 6.146939 0.747861 0.226887 0.3056 0.7689 0.4937 0.000
C 5.825090 -0.054999 -0.990860 -0.7869 -1.9211 -1.3014 0.000
C 4.831059 -1.230500 -0.800533 0.3392 -0.2209 0.6150 0.000
O 5.313762 0.698818 -2.095850 -0.3424 0.7033 0.2055 0.000
H 6.795811 0.254024 0.950202 -0.3343 -0.6089 -0.0005 0.000
H 5.270088 1.139620 0.742419 0.0067 -0.0397 -0.0063 0.000
H 6.776738 1.598533 -0.033504 -0.1530 0.3292 -0.3265 0.000
H 6.716633 -0.503335 -1.429319 0.5069 -0.2588 0.5366 0.000
H 3.842557 -0.985732 -0.411880 0.1476 0.4814 0.0146 0.000
H 5.266217 -1.935174 -0.091886 0.0584 0.0662 0.3164 0.000
H 4.650267 -1.856524 -1.674330 0.3041 0.4731 -0.4816 0.000
H 5.989469 1.353860 -2.285406 -0.0589 0.2641 -0.1650 0.000
C 3.496198 3.515468 -1.232285 1.2046 0.2605 0.7089 0.001
C 2.763901 2.292705 -0.703347 -0.5990 -0.0408 -0.1991 0.002
O 1.620275 2.747353 0.016224 0.8708 -0.0143 -1.1098 0.020
O 3.116683 4.697887 -0.510166 -0.0673 -0.4113 -1.0729 0.007
H 3.455152 3.672248 -2.310169 -0.9146 -0.0639 -0.2937 0.000
H 4.569086 3.361012 -1.117625 0.2824 -0.1601 0.4630 0.000
H 3.388523 1.601143 -0.137943 0.1959 0.5987 0.6304 0.001
H 2.524798 1.656961 -1.555851 -0.4980 0.0606 -0.3175 0.000
H 1.132685 1.968845 0.295116 0.0625 -0.1692 0.1366 0.000
H 3.527590 5.392170 -1.030475 0.0941 0.4270 0.3374 0.000
C -1.717111 3.907920 1.848378 0.3975 -1.0016 -0.7517 0.002
C -1.866700 5.400824 1.667804 1.8832 0.7435 0.4637 0.010
O -0.614646 5.950093 1.132165 -1.2515 -0.9631 -0.7463 0.206
O -0.351879 3.473681 1.622378 -1.8570 1.4101 0.5866 0.001
H -2.415493 3.442657 1.152756 0.2261 -0.4029 -0.3899 0.001
H -2.165391 3.682918 2.816119 0.5937 -0.3242 0.4379 0.000
H -1.965520 5.859599 2.651603 -0.0486 0.2418 0.0424 0.011
H -2.745865 5.643611 1.070970 0.0744 0.1567 -0.1282 0.002
H -0.787762 6.875831 0.946068 0.1775 0.3831 0.0982 -0.001
H -0.288305 2.515817 1.615682 -0.2806 -0.2619 0.2868 0.000